Molecular formula: C67H62BrF4N7O8PSeSr
Method: DFT, wB97M-V/def2-TZVPD

As for the charge: -1. The spin multiplicity is 1. The energy relative to the best compared isomer or geometry (same formula, charge and spin) is 152.4 kJ/mol. For the LUMO energy, the calculation gives 2.02 eV. The value obtained for the HOMO-LUMO gap is 6.2 eV.

The geometry in XYZ format:
```
152
Properties=species:S:1:pos:R:3:forces:R:3
C 2.9247 -6.1663 0.1245 -0.03 -0.06 -0.01
Br -3.0905 -1.9924 -1.1999 -0.29 -0.04 -0.10
H 6.1932 -4.7367 2.1987 0.00 -0.02 -0.02
C 0.3849 5.3391 -4.9763 0.02 -0.07 -0.02
C -5.7431 0.8571 5.0392 0.00 0.11 0.00
C 5.7991 -1.7546 0.6529 0.00 0.04 -0.04
H -3.9442 0.5272 3.3201 -0.03 -0.01 0.02
C 3.2006 -5.6543 -1.1336 0.08 0.01 -0.02
C -3.9476 4.4844 -3.1849 0.21 0.08 0.17
C 0.5898 5.0781 1.1186 -0.15 0.10 -0.19
H 3.9834 -1.7580 4.3184 0.03 -0.03 0.01
H 4.1996 -0.9567 -3.5871 -0.01 0.04 0.03
C -3.8920 -0.5360 3.5126 0.05 0.21 -0.08
H 2.0985 0.9837 1.6360 0.02 -0.01 -0.02
H 1.3556 5.0516 1.8993 0.00 -0.05 0.02
H -5.9510 4.4159 -1.3362 -0.05 -0.01 0.03
H -0.3542 4.7733 1.5710 0.05 -0.07 0.04
C 2.9624 -1.9752 4.6081 -0.07 -0.01 -0.03
H 2.6381 -4.2934 -2.6688 -0.01 0.04 -0.02
C 0.2999 1.2497 4.9570 0.18 0.12 0.16
C -3.0072 -0.5091 -4.5573 0.06 -0.07 0.00
H 3.4628 -1.2185 -5.9362 -0.01 0.06 0.00
H -3.5857 -4.3358 4.0986 -0.04 -0.04 -0.07
H 1.9646 4.1655 -0.3191 0.00 -0.07 -0.02
C -1.1636 -3.8027 -2.3839 -0.32 -0.08 0.00
C 1.1247 -2.2895 -3.0453 0.04 0.07 0.07
N -0.7715 0.5152 -4.9815 0.04 0.04 0.07
H 1.5954 -6.0874 1.8073 0.01 0.02 0.02
H -4.8198 1.4146 5.2214 -0.03 -0.02 0.01
H 0.1799 -4.3273 0.8271 0.02 0.03 0.06
C 0.0175 0.6138 -2.9495 -0.02 0.21 -0.18
C 1.0204 -4.7113 0.2726 0.05 0.00 -0.01
C 2.2060 2.2485 6.1683 0.20 0.12 0.23
C -4.5314 -2.5505 4.6822 -0.11 -0.03 0.17
H 0.4167 5.6318 -6.0165 -0.01 0.00 -0.02
H -6.0791 1.0559 4.0177 0.00 -0.01 0.03
H -3.2788 5.8761 -1.6768 0.00 0.05 -0.01
C -2.3366 -4.9787 1.9163 0.06 0.15 0.00
C 4.3949 -3.5700 2.2052 0.03 0.07 -0.07
C 0.3487 -2.5092 5.3523 -0.08 -0.02 0.00
C -3.5188 -4.1834 -2.8650 -0.05 0.18 0.10
H -5.1313 -3.0054 5.4582 0.04 -0.03 0.02
H 2.4125 5.2417 -2.2499 0.01 0.00 0.02
C -1.8970 -5.6331 -3.8276 -0.15 0.04 0.03
O -1.4094 -2.9808 1.0737 -0.63 -1.40 0.70
C 1.5200 5.1356 -2.8489 0.05 -0.08 0.07
O -5.5601 -0.5265 5.2578 0.05 -0.10 -0.08
C -2.9006 -2.6887 2.8803 0.03 0.50 -0.06
C 0.6974 -2.3788 -4.3647 0.05 -0.06 0.07
C 2.8082 -1.5065 -5.1245 0.02 -0.03 -0.01
H -3.3573 -5.2683 2.1530 0.01 -0.08 0.02
C 1.5441 -2.0029 -5.3983 -0.04 -0.02 -0.05
H 3.8420 -4.2843 2.8036 0.01 0.02 0.07
N -1.2255 0.0512 -2.8849 -0.25 0.01 0.16
H 6.3485 -1.0365 0.0558 0.00 0.00 -0.03
H -1.6584 -5.4325 2.6437 -0.03 -0.03 0.03
H -0.0764 7.0992 1.3448 -0.04 0.01 -0.05
H 3.2915 1.9591 3.5533 0.02 -0.05 -0.06
H 0.8734 3.0355 0.4984 0.12 -0.02 -0.08
C 2.3301 -2.0946 2.1439 0.08 0.03 -0.41
N 3.4769 2.7281 6.0872 0.06 0.02 -0.08
H -3.2947 -0.0537 -5.5054 -0.05 0.01 0.01
C -0.7637 4.7470 -4.4727 -0.10 -0.01 -0.07
H -1.6177 4.5821 -5.1151 -0.03 -0.03 0.04
H -4.4805 4.1661 -0.3747 -0.04 -0.04 0.03
Se -2.0410 2.8182 0.3303 -0.29 -0.31 0.34
C -2.5193 -3.4610 -2.2273 0.29 -0.05 -0.10
C 5.7142 -3.8252 1.8605 0.02 -0.05 0.04
C -1.2020 3.5646 -1.0892 -0.13 0.29 0.00
H -0.8149 0.5899 -5.9855 0.02 0.00 -0.01
C 1.3130 -2.3011 6.3298 0.00 0.02 0.01
H -0.0508 -2.5862 3.2372 -0.05 -0.02 -0.01
F -4.8011 -3.8237 -2.7432 -0.06 -0.11 -0.02
C -2.9514 -1.2569 2.7066 -0.49 -0.30 0.40
C -5.0569 4.8999 -0.9364 0.09 0.11 -0.06
H -0.6772 -2.7155 5.6363 -0.02 0.01 -0.01
H -5.3740 5.6807 -0.2444 -0.02 -0.02 0.05
H -3.4540 2.7487 -1.9667 0.07 -0.02 0.00
H 3.3739 -1.8503 6.7105 0.01 0.02 -0.01
C 0.3207 0.9087 -4.2614 0.04 0.00 0.24
H 3.5639 -6.9279 0.5538 0.01 0.00 0.01
O 1.4722 1.5038 -6.2000 -0.10 0.04 0.00
H 4.0464 -6.0264 -1.6985 0.03 0.02 0.01
H -1.3096 0.3923 3.8222 -0.02 -0.04 -0.01
C -1.6787 0.0015 -4.1157 0.06 0.06 -0.06
H 1.2167 -2.1073 -6.4254 -0.03 0.06 -0.01
C 3.2220 -1.3648 -3.8067 0.03 -0.04 -0.04
C -0.2852 0.7368 3.8116 0.04 0.08 0.02
H -4.7633 6.3398 -2.5059 0.09 0.04 0.00
H -0.2943 -2.7487 -4.5979 0.02 -0.06 0.00
C 2.0033 -2.1913 3.6186 0.05 -0.10 0.07
C 0.6917 -2.4477 4.0116 0.08 0.00 0.02
C 1.7774 7.1737 0.2664 -0.21 -0.04 0.01
C 0.8379 0.8856 -1.7273 0.36 0.43 0.01
Sr -0.4964 -0.8765 0.6548 -0.18 -0.22 -0.27
H 1.6201 8.2052 -0.0511 0.09 0.03 -0.01
P 0.1844 -2.8109 -1.5607 0.35 -0.85 -0.82
H -2.8901 2.6650 -3.6396 0.08 -0.09 0.01
H -2.9875 -1.5921 -4.6988 0.01 -0.03 0.02
C -3.6779 -3.2750 3.9043 -0.03 0.01 -0.06
C 1.5086 5.5275 -4.1777 0.03 0.01 -0.03
H -4.8951 4.0450 -3.5096 0.02 0.00 -0.10
C 2.3848 -1.7504 -2.7752 -0.03 0.00 0.07
H 3.9020 3.0697 6.9303 -0.03 -0.02 0.03
H 4.0297 2.6735 5.2537 -0.02 -0.03 0.00
C -0.9044 -4.9048 -3.1992 -0.03 0.20 0.08
C 0.4429 6.5049 0.5889 0.26 -0.07 0.08
O 1.9539 1.4516 -1.9108 -0.10 -0.08 0.34
N 1.4952 -1.7517 1.2780 1.55 -0.86 0.69
N 0.3535 0.6409 2.6489 0.04 0.33 0.36
H -0.2408 1.3071 5.8908 -0.03 -0.04 0.00
C 0.9524 4.0314 0.0599 0.01 0.06 0.35
H 2.2955 6.6542 -0.5384 0.07 0.01 0.00
C 6.4268 -2.9092 1.1002 0.06 -0.03 -0.01
O 0.3777 0.5818 -0.6090 1.39 2.26 -2.51
C 1.6071 1.0795 2.5982 0.12 0.05 -0.20
N -1.7238 3.7766 -2.3380 0.34 -0.18 0.13
H -2.0700 -5.3444 0.9262 0.03 0.00 0.01
C 2.2729 1.6184 3.6847 0.02 0.11 0.22
C 3.7639 -2.4046 1.7774 0.04 0.02 0.13
H 3.9675 -0.6263 0.6108 -0.05 0.01 0.02
H 1.0439 -2.3503 7.3776 0.01 0.03 0.01
O 2.5221 1.7794 -4.2537 0.11 0.16 -0.43
C -4.2247 5.4935 -2.0705 -0.15 -0.19 -0.02
H 2.4224 7.1724 1.1469 0.06 0.05 -0.01
C 1.6121 1.7041 4.9077 -0.37 -0.24 -0.32
C -3.0253 3.3297 -2.7829 -0.31 0.09 -0.14
C 4.4723 -1.5131 0.9768 0.04 -0.02 0.01
O -2.2286 -0.6319 1.8811 -2.44 0.47 1.58
C 2.6192 -2.0232 5.9521 -0.01 0.00 0.08
F 0.3422 -5.2944 -3.4574 0.08 -0.04 -0.04
C -3.2215 -5.2736 -3.6582 0.25 0.01 0.04
O 1.5910 2.2797 7.2180 -0.06 -0.03 -0.09
C 1.2961 -4.1789 -0.9856 -0.05 -0.02 0.14
H 7.4665 -3.0940 0.8592 0.00 -0.01 -0.03
N 0.0611 4.0655 -1.0835 -0.17 -0.16 -0.27
C -2.1586 -3.4683 1.9333 -0.06 -0.48 -0.19
C 0.3685 4.5622 -2.3374 -0.04 0.04 -0.22
H -6.5063 1.1785 5.7445 0.02 -0.01 -0.02
C -0.7630 4.3710 -3.1386 0.20 0.11 -0.01
H 2.3985 5.9651 -4.6086 0.02 0.00 0.00
H 2.3160 1.6376 -3.2321 -0.06 0.03 0.08
H -0.1877 6.5010 -0.3044 -0.08 0.03 0.04
C -4.6576 -1.1590 4.4596 0.13 -0.09 0.01
F -1.5837 -6.6636 -4.6146 -0.02 -0.06 -0.01
H -3.7583 -0.2857 -3.8035 -0.02 0.01 0.01
C 1.8257 -5.6954 0.8238 -0.02 -0.07 -0.01
H -3.5093 5.0062 -4.0390 -0.09 -0.01 -0.04
H 2.7026 -1.6555 -1.7404 0.04 0.04 0.00
C 1.4981 1.4371 -4.9818 0.24 0.06 -0.14
F -4.1851 -5.9653 -4.2630 -0.07 0.00 -0.03
C 2.4006 -4.6651 -1.6830 -0.08 -0.02 0.02
```
Positions in Å, forces in eV/Å.

These are the Mulliken partial charges, in e, on atoms 1 to 6: C -0.80; Br 0.12; H 0.38; C -1.02; C -0.76; C -0.66